[1]
22
Properties=species:S:1:pos:R:3 method="wB97M-V/def2-TZVPD" charge=+1 e_above_lowest_ev=5.791 orbital_gap_ev="5.700 / 8.304" e_lumo_ev="-3.57 / -5.38" spin_multiplicity=3
C 4.04055 0.61861 0.10238
C 3.79104 -0.79333 0.15456
C -1.63667 -0.52908 0.03242
C -3.05163 -0.35530 0.42819
C -0.83266 -1.72712 0.40932
C -1.43829 1.80799 -0.86555
N 2.76698 -0.07755 0.26880
N -1.03936 0.49661 -0.48175
O 1.56732 -0.02670 0.34776
H 4.49522 1.18167 0.91366
H 4.27602 1.32458 -0.76887
H 4.02711 -1.84389 0.02101
H -3.59487 0.13370 -0.48849
H -3.09335 0.44296 1.21527
H -3.59517 -1.26542 0.79194
H -0.74321 -2.43252 -0.43013
H -1.29908 -2.19057 1.34956
H 0.28512 -1.41325 0.62516
H -2.24425 1.82029 -1.62386
H -1.89278 2.16216 0.06571
H -0.71328 2.38658 -1.29554
H -0.07476 0.27958 -0.77157

***

[2]
23
Properties=species:S:1:pos:R:3 method="wB97M-V/def2-TZVPD" charge=+1 e_above_lowest_ev=3.691 orbital_gap_ev=9.044 e_lumo_ev=-3.45 spin_multiplicity=1
C -0.15295 -1.32341 0.35744
C 1.56745 0.40725 -0.37663
C 2.27507 0.97386 -1.59411
C -2.50713 -1.53692 -0.14322
C 1.11044 1.01072 1.84280
C -1.26869 0.68443 0.12370
N 1.02294 -0.80373 -0.38757
N -1.37600 -0.68056 0.17116
O 1.76668 1.26739 0.59777
S -2.63748 1.49736 -0.40803
H -0.19771 -2.30964 0.13013
H 0.11823 -1.19384 1.44372
H 1.87905 0.61307 -2.47732
H 3.20983 0.55576 -1.41343
H 2.29152 2.01203 -1.59315
H -2.70593 -2.16231 0.68707
H -2.34162 -2.17483 -1.00911
H -3.46302 -1.12848 -0.38698
H 1.50195 0.14990 2.29321
H 0.08088 0.78800 1.44788
H 1.01235 1.85119 2.36585
H 0.90254 -1.19278 -1.28333
H -2.08841 2.69555 -0.38785